A molecular structure, C36H49N5P2SiW, computed with ωB97M-V/def2-TZVPD.

Properties
* spin multiplicity: 3
* frontier orbital gap (alpha / beta): 3.9 / 4.3 eV
* ⟨S²⟩: 2.0603
* total energy: -2713.4685 hartree
* total charge: +2
* highest occupied orbital energy (alpha / beta): -11.963 / -11.963 eV
* E_LUMO (alpha / beta): -8.03 / -7.67 eV

Last column: Löwdin charge in e.
Positions of all 94 atoms, in Å:
W: -2.4287 -0.4249 0.4789  1.454
C: -0.6976 0.2914 3.2379  -0.036
C: -0.8754 0.7473 1.9565  -0.201
C: 0.1648 0.6017 0.8740  -0.291
C: 0.0005 -0.6349 -0.0133  -0.328
C: -0.6394 -1.8959 0.6017  -0.248
C: -0.0001 -2.4449 1.7479  0.014
C: 0.9419 -1.7281 2.6073  -0.132
C: 0.3495 -0.6701 3.6330  -0.117
C: -3.3225 0.6499 -1.0189  -0.244
H: -1.3005 0.7570 3.9902  0.121
H: -1.6682 1.5143 1.7201  0.105
H: 1.1954 0.7085 1.2918  0.067
H: 0.0251 1.5100 0.2472  0.051
H: -0.3552 -0.3601 -1.0342  0.027
H: 1.0071 -1.0097 -0.2364  0.108
H: -0.8981 -2.6172 -0.1970  0.120
H: -0.2171 -3.5103 1.9406  0.145
H: 1.7725 -1.2791 2.0438  0.124
H: 1.4205 -2.5245 3.2072  0.139
H: -0.0203 -1.2704 4.4763  0.121
H: 1.2083 -0.1027 4.0433  0.149
H: -4.4123 0.7412 -0.8544  0.048
H: -3.1492 0.1945 -1.9942  0.027
H: -2.8691 1.6454 -0.9709  0.029
P: 0.9269 -1.0585 -2.9520  1.106
P: 2.1669 1.9554 -0.8093  1.149
N: 1.4359 -2.7273 -3.2009  -0.272
N: 1.0081 -0.7111 -4.6964  -0.266
N: 3.5331 1.4016 0.1818  -0.253
N: 3.0044 3.5459 -1.1287  -0.256
C: 2.6043 -0.3722 -2.5115  -0.385
C: 2.6608 1.1675 -2.4096  -0.373
C: 0.5555 -3.8188 -3.2050  -0.158
C: 1.2408 -4.9639 -3.5923  -0.073
C: 2.5995 -4.5641 -3.8121  -0.067
C: 2.7045 -3.2069 -3.5455  -0.147
C: -0.0665 -0.1833 -5.4225  -0.156
C: 0.3139 -0.0399 -6.7482  -0.080
C: 1.6660 -0.5056 -6.8545  -0.060
C: 2.0662 -0.9133 -5.5867  -0.128
C: 3.5089 1.3815 1.5832  -0.170
C: 4.5826 0.6260 2.0500  -0.075
C: 5.3137 0.1557 0.8922  -0.055
C: 4.6571 0.6684 -0.2224  -0.150
C: 4.3546 3.8876 -1.3028  -0.134
C: 4.4634 5.2604 -1.5242  -0.070
C: 3.1304 5.7945 -1.4892  -0.087
C: 2.2708 4.7303 -1.2561  -0.171
H: 3.3328 -0.6759 -3.2786  0.062
H: 2.9213 -0.8505 -1.5722  0.069
H: 3.6518 1.5361 -2.7247  0.087
H: 1.9375 1.6105 -3.1123  0.079
H: -0.4829 -3.6613 -2.9348  0.086
H: 0.8302 -5.9553 -3.7273  0.100
H: 3.4197 -5.1798 -4.1620  0.106
H: 3.5609 -2.5512 -3.5846  0.092
H: -0.9937 0.0346 -4.9162  0.084
H: -0.2931 0.3696 -7.5395  0.098
H: 2.2742 -0.5240 -7.7469  0.103
H: 3.0080 -1.3186 -5.2454  0.089
H: 2.7608 1.9604 2.1215  0.108
H: 4.7894 0.4133 3.0858  0.094
H: 6.1782 -0.4986 0.8750  0.104
H: 4.8994 0.5706 -1.2723  0.104
H: 5.1446 3.1495 -1.2835  0.097
H: 5.3775 5.8239 -1.6785  0.103
H: 2.8405 6.8276 -1.6259  0.097
H: 1.1959 4.6895 -1.1843  0.085
C: -3.4547 -2.3631 0.8381  -0.241
Si: -3.9013 -1.6401 2.5320  0.441
C: -5.7308 -1.7824 2.9938  -0.137
C: -2.9066 -2.2601 3.9973  -0.135
N: -3.6348 0.0096 1.9973  -0.210
C: -4.0208 1.0951 2.8189  -0.325
C: -3.9807 2.3806 2.2465  -0.039
C: -4.0384 3.4981 3.0731  -0.050
C: -4.1592 3.3422 4.4523  -0.049
C: -4.3076 2.0703 5.0260  -0.038
C: -4.2816 0.9449 4.1951  -0.045
H: -4.4822 -2.6219 0.5568  0.085
H: -2.8437 -3.2566 0.9990  0.070
H: -3.1201 -1.9458 -0.2374  0.054
H: -6.0324 -2.8400 3.0461  0.054
H: -6.0101 -1.3316 3.9611  0.052
H: -6.3463 -1.2992 2.2204  0.055
H: -1.9795 -2.7580 3.6778  0.023
H: -2.6572 -1.4819 4.7366  0.046
H: -3.5177 -3.0160 4.5190  0.062
H: -3.8468 2.4880 1.1701  0.101
H: -3.9801 4.4970 2.6228  0.126
H: -4.1652 4.2173 5.1175  0.126
H: -4.4597 1.9353 6.0962  0.122
H: -4.4293 -0.0502 4.6347  0.086

Cartesian forces, eV/Å:
-0.219 1.677 4.471
-0.135 0.713 -2.270
-0.166 0.111 0.527
-0.049 1.126 0.269
0.913 0.190 -0.118
2.032 -1.152 0.667
-2.220 0.697 -2.425
0.581 -0.075 1.161
0.714 -0.805 0.510
-0.364 0.074 -0.330
-0.491 -0.230 0.565
0.687 -0.310 0.755
-0.901 -0.378 -0.256
0.184 -0.831 0.483
-0.399 -0.344 0.505
-0.016 0.201 -0.346
-0.180 0.036 0.705
0.188 0.583 0.012
-0.323 0.047 -0.239
-0.090 0.636 0.030
-0.007 0.336 -0.075
-0.251 -0.244 -0.159
0.425 -0.006 -0.154
-0.020 0.140 -0.294
-0.035 0.230 -0.261
1.900 -1.140 -3.668
4.446 2.471 -0.997
0.005 -0.514 1.198
-0.623 0.700 0.299
-0.123 -1.014 0.480
-1.016 0.243 -0.155
-0.086 0.058 0.388
-0.344 -0.132 -0.273
0.626 -0.282 -0.196
-0.057 1.298 0.241
-0.059 0.912 0.190
-0.726 -0.962 -0.077
0.772 -0.015 -0.650
0.129 -0.242 1.111
-0.168 -0.135 1.304
-0.564 0.545 -0.619
0.630 -0.667 -0.155
-0.717 0.262 -1.153
-1.222 0.805 -0.298
-0.040 -0.339 0.891
-0.119 0.652 -0.230
-0.965 -1.156 0.303
-0.257 -1.062 0.119
0.793 0.321 -0.100
-0.443 0.087 0.329
0.030 0.077 -0.167
-0.456 -0.068 0.240
0.222 -0.014 -0.076
0.138 -0.096 -0.199
0.013 0.191 0.074
-0.194 0.044 0.161
-0.117 -0.326 -0.022
-0.015 0.032 -0.097
-0.007 -0.088 0.027
-0.051 -0.055 0.114
-0.217 0.067 -0.264
0.275 -0.131 -0.097
0.144 0.123 0.000
-0.116 0.317 0.025
-0.008 -0.052 0.264
-0.189 0.041 0.138
-0.187 -0.267 0.039
0.024 -0.177 0.033
-0.030 0.146 0.049
-0.546 -1.348 -0.623
-1.539 0.656 1.688
0.003 -0.410 -0.584
0.316 -0.346 -0.253
0.180 -1.121 -1.078
0.798 0.840 -0.469
0.261 -0.105 0.532
-0.116 0.187 -0.253
-0.109 0.110 0.673
-0.167 -0.126 -0.825
0.251 -0.064 0.169
0.094 -0.281 -0.275
-0.284 0.028 -0.402
-0.681 -0.868 0.454
0.039 0.224 -0.036
0.399 -0.153 -0.387
0.094 -0.133 0.184
-0.126 0.126 0.214
-0.097 -0.204 -0.393
0.191 0.232 -0.192
-0.065 -0.008 0.220
-0.037 -0.445 0.313
-0.009 -0.396 -0.461
0.030 0.160 -0.289
0.229 0.568 -0.184

***

A single C11H12ClN3OS molecule, computed with ωB97M-V/def2-TZVPD.

Properties
* spin multiplicity: 1
* frontier orbital gap: 8.9 eV
* total energy: -1524.2058 hartree
* SMILES: C[C@@H](O)[C@@H](Cl)Sc1n[nH]c(-c2ccccc2)n1
* highest occupied orbital energy: -8.553 eV
* E_LUMO: 0.33 eV

Last column: Löwdin charge in e.
Positions of all 29 atoms, in Å:
Cl: 3.0701 2.2499 -1.6785  0.505
N: 0.8265 2.6750 2.6568  0.073
N: 1.1510 1.0502 1.0790  0.101
O: 1.2172 4.2205 -3.3273  -0.069
S: 0.9980 3.5185 -0.0266  0.910
C: 1.0580 2.3972 1.3469  -0.636
C: 0.9216 0.4774 2.2053  -0.287
C: 0.2744 -3.7352 2.8312  -0.088
C: -0.3279 -2.8161 3.7045  -0.071
C: 0.8255 -3.3265 1.6483  -0.119
C: -0.0520 -1.4920 3.4656  -0.065
C: 1.0172 -2.0027 1.3403  -0.015
C: 0.6848 -1.0416 2.3678  -0.102
N: 0.7524 1.3967 3.1758  0.055
C: -1.0101 3.0136 -2.6383  -0.017
C: 1.2046 2.3875 -1.5011  -0.807
C: 0.6138 2.9543 -2.8230  -0.419
H: 2.1399 4.0292 -3.4789  0.043
H: 0.1528 -4.8559 2.9506  0.127
H: -0.8080 -3.1092 4.5652  0.079
H: 1.0762 -4.0922 0.9125  0.110
H: -0.3598 -0.8113 4.2823  0.115
H: 1.4770 -1.5684 0.4270  0.122
H: 0.6976 1.1872 4.1150  0.116
H: -1.2451 3.9196 -2.0595  0.076
H: -1.5356 2.8926 -3.5957  0.080
H: -1.2385 2.2130 -2.0134  0.038
H: 0.8126 1.4985 -1.1175  0.018
H: 0.9520 2.1165 -3.4680  0.127

Cartesian forces, eV/Å:
-1.168 -0.419 -0.289
0.420 -0.905 -1.717
-0.058 1.153 -1.410
-1.960 -1.888 1.316
-0.210 0.498 -0.030
-0.454 -0.952 0.941
-0.500 -2.418 1.164
-1.835 -1.772 0.810
2.436 -0.513 -2.297
0.579 -0.383 -1.457
0.189 1.292 1.051
0.336 2.931 1.204
-0.172 0.403 -0.862
0.262 0.393 -2.738
2.931 1.487 -1.184
1.940 3.423 1.101
-0.425 -0.085 0.139
0.560 -0.154 -0.004
0.107 1.544 0.181
-1.112 -0.661 1.715
0.153 0.237 0.195
0.070 -0.067 -0.816
-0.370 -0.817 0.605
-0.229 0.120 2.238
-0.079 -0.145 -0.638
0.229 0.430 0.379
-0.538 -1.560 0.993
-0.389 -1.761 -0.207
-0.711 0.588 -0.384

***

A molecular structure, C8H17GdOP2, computed with ωB97M-V/def2-TZVPD.

Properties
* spin multiplicity: 8
* frontier orbital gap (alpha / beta): 3.8 / 7.4 eV
* ⟨S²⟩: 15.7896
* total energy: -1838.3870 hartree
* highest occupied orbital energy (alpha / beta): -3.556 / -7.246 eV
* E_LUMO (alpha / beta): 0.20 / 0.11 eV

Last column: Löwdin charge in e.
Positions of all 29 atoms, in Å:
C: 0.3670 1.4851 -3.0039  -0.385
C: 0.2768 0.5112 -4.0037  -0.315
C: -0.9171 -0.2419 -3.8027  -0.267
C: -1.5823 0.2536 -2.5758  -0.286
C: -0.7753 1.3811 -2.1074  -0.330
Gd: 0.5000 -0.5094 -1.8473  0.923
P: 2.1763 1.3387 -0.3230  0.630
H: 1.3364 2.0997 -2.9296  0.096
H: 1.0544 0.2327 -4.7155  0.102
H: -1.2347 -1.1051 -4.3741  0.083
H: -1.0364 2.0178 -1.2121  0.097
H: -2.4613 -0.2641 -2.1813  0.085
H: 1.6640 2.2794 0.6199  -0.149
H: 3.1304 2.1579 -0.9627  -0.135
H: 3.0423 0.7042 0.6157  -0.137
C: 1.1311 -1.4295 2.9554  -0.162
P: -0.1572 -0.9175 1.8193  0.581
C: -1.6495 -1.9006 2.1150  -0.174
C: -0.7328 0.7009 2.2787  -0.167
O: 0.2251 -1.0118 0.3417  -0.604
H: 1.5758 -0.5480 3.4316  0.060
H: 1.9108 -2.0134 2.4693  0.061
H: 0.6753 -2.0402 3.7403  0.055
H: -1.8194 -1.9737 3.1972  0.057
H: -2.4987 -1.3561 1.6699  0.059
H: -1.5693 -2.9053 1.6469  0.072
H: -0.1753 1.5007 1.7994  0.030
H: -1.7754 0.7665 1.9794  0.058
H: -0.6807 0.7871 3.3595  0.061

Cartesian forces, eV/Å:
0.889 2.647 -0.890
-1.685 -0.126 -1.175
-0.439 1.133 0.595
0.465 0.590 -2.391
-1.301 1.317 0.057
3.514 -5.259 3.090
-0.078 -0.334 -0.023
-2.031 -0.649 0.126
-0.265 0.342 0.137
0.060 0.128 0.032
0.517 -0.675 -1.318
0.267 0.713 0.111
0.286 0.289 0.057
0.077 0.209 0.363
-0.007 0.255 -0.164
0.092 0.055 0.528
-0.525 -0.589 -2.209
0.034 -0.377 0.019
-0.010 0.291 0.206
-0.247 -0.411 2.765
0.013 -0.176 -0.155
-0.111 0.062 -0.145
0.110 0.062 -0.025
-0.079 -0.167 -0.232
0.362 -0.313 0.064
-0.012 0.631 0.417
0.155 -0.005 0.034
-0.037 0.142 -0.085
-0.014 0.214 0.211